Formula: C35H37BO3
Source: the Open Molecules 2025 dataset
Level of theory: ωB97M-V with the def2-TZVPD basis set

Values from the calculation:
Kohn-Sham gap = 6.27 eV
E_HOMO = -7.785 eV
ΔE to the lowest compared entry with this formula, charge and spin = 287.90 kJ/mol
Net charge = 0

```
76
Properties=species:S:1:pos:R:3:lowdin_charge:R:1
C -3.0168 -2.5176 -0.0419 -0.018
C -1.8210 -3.4622 -0.0552 -0.480
C -2.1818 -4.7274 -0.8113 -0.009
O -0.7185 -2.8117 -0.6688 0.052
B 0.0123 -2.1970 0.4354 -0.793
C 1.5198 -2.9510 0.5222 -0.121
C 2.2037 -2.9974 1.7316 -0.055
C 3.4304 -3.6737 1.8189 -0.090
C 3.9646 -4.3098 0.6944 -0.111
C 3.2704 -4.2702 -0.5169 -0.088
C 2.0272 -3.6167 -0.5942 -0.081
C 0.0848 -0.5870 -0.0769 0.078
C 1.0273 -0.5095 -1.2397 0.001
C -0.6940 0.5388 0.1109 0.065
O -0.5446 -2.5658 1.7164 0.040
C -1.2945 -3.7463 1.4452 -0.476
C -2.3672 -3.8892 2.5023 -0.021
C -0.4551 -5.0228 1.5374 -0.016
H -3.9037 -3.0707 0.2843 0.087
H -2.8463 -1.6679 0.6323 0.088
H -3.2002 -2.1330 -1.0528 0.093
H -3.0058 -5.2080 -0.2697 0.091
H -2.5194 -4.4833 -1.8242 0.091
H -1.3420 -5.4256 -0.8723 0.086
H 1.8005 -2.4872 2.6174 0.118
H 3.9639 -3.6716 2.7830 0.100
H 4.9440 -4.7873 0.7516 0.093
H 3.6800 -4.7212 -1.4183 0.094
H 1.5019 -3.5892 -1.5463 0.110
H 1.5978 -1.4116 -1.4756 0.077
H 0.4546 -0.2600 -2.1537 0.120
H 1.7688 0.2938 -1.0993 0.101
H -1.5372 0.5601 -0.6867 0.190
H -0.8742 0.8893 1.1216 0.092
H -3.0089 -4.7463 2.2671 0.090
H -1.8650 -4.0898 3.4520 0.091
H -2.9649 -2.9814 2.5943 0.082
H -1.1159 -5.8978 1.4887 0.088
H 0.3083 -5.1189 0.7555 0.086
H 0.0365 -5.0478 2.5196 0.100
C 4.2484 4.6053 3.4138 -0.050
O 2.9010 4.0658 3.6476 -0.094
C 2.1462 3.7129 2.5676 -0.262
C 0.8190 3.2988 2.8161 0.012
C 0.0053 2.9282 1.7748 -0.064
C 0.4603 2.9495 0.4286 -0.186
C -0.4705 2.4539 -0.6031 -0.113
C -0.0201 2.3948 -2.0594 -0.110
C -1.1650 2.6044 -2.8921 -0.113
C -1.0808 2.5060 -4.2866 -0.013
C 0.1275 2.1254 -4.8765 -0.073
C 1.2593 1.9219 -4.0762 -0.069
C 1.1887 2.0774 -2.6860 -0.079
C -2.2438 3.1244 -2.0568 -0.122
C -1.7906 3.1967 -0.7020 -0.096
C -2.4900 4.0034 0.1955 -0.007
C -3.6723 4.6435 -0.2248 -0.064
C -4.1004 4.5505 -1.5586 -0.070
C -3.3697 3.8109 -2.4914 -0.015
C 1.7751 3.3892 0.1799 -0.011
C 2.6301 3.7369 1.2290 -0.003
H 4.5776 4.9671 4.3919 0.089
H 4.9338 3.8137 3.0612 0.096
H 4.2322 5.4429 2.6916 0.093
H 0.4298 3.2943 3.8315 0.124
H -1.0126 2.5961 1.9723 0.108
H -1.9713 2.7146 -4.8963 0.114
H 0.1885 1.9742 -5.9534 0.105
H 2.2045 1.6564 -4.5514 0.108
H 2.0960 1.9004 -2.0891 0.100
H -2.1024 4.2068 1.1941 0.104
H -4.2103 5.2649 0.4745 0.099
H -5.0011 5.0751 -1.8655 0.103
H -3.6254 3.7931 -3.5505 0.112
H 2.1255 3.5276 -0.8425 0.103
H 3.6581 4.0448 1.0138 0.104
```

---

Formula: C10H24BClIrNO2P2
Source: the Open Molecules 2025 dataset
Level of theory: ωB97M-V with the def2-TZVPD basis set

Values from the calculation:
Kohn-Sham gap (alpha / beta) = 6.51 / 4.68 eV
Multiplicity = 6
E_HOMO (alpha / beta) = -17.446 / -19.928 eV
ΔE to the lowest compared entry with this formula, charge and spin = 0.00 kJ/mol
Net charge = +3

```
42
Properties=species:S:1:pos:R:3:lowdin_charge:R:1
C -2.7744 -2.9412 -3.0914 0.017
C -3.0829 -2.3623 -1.7542 -0.700
H -3.1037 -2.2660 -3.8749 0.125
H -3.3353 -3.8689 -3.1713 0.140
H -1.7193 -3.2086 -3.1699 0.108
O -3.7453 -1.3582 -1.5653 0.329
Cl -2.4589 -3.3061 -0.4760 0.962
Ir 0.3697 0.7899 0.0291 0.963
P -1.5063 0.9791 1.2762 0.648
C -1.8816 2.7718 1.4662 -0.206
C -3.1244 0.1861 1.0018 -0.232
H -3.8701 0.4493 1.7888 0.102
H -1.7285 0.7559 3.6973 0.082
H -2.9657 -0.9023 0.9836 0.011
H -1.0489 -0.7194 2.9344 0.064
H -2.2619 3.1533 0.5107 0.066
H -3.5037 0.4449 0.0039 0.045
C -1.0149 0.3799 2.9501 -0.217
H -2.6382 2.9179 2.2464 0.081
H 0.0084 0.7033 3.1883 0.022
H -0.9598 3.3063 1.7264 0.061
P 1.6581 -0.4764 -1.3130 0.625
C 2.8917 0.5138 -2.2388 -0.196
C 2.6258 -1.5849 -0.2414 -0.221
H 0.4104 -2.3942 -2.0243 0.038
H 1.5193 -1.8158 -3.3225 0.085
H -0.0248 -0.9329 -2.9583 0.050
C 0.8099 -1.5094 -2.5358 -0.237
H 1.9768 -2.4179 0.0553 0.061
H 3.4923 -1.9639 -0.7998 0.082
H 3.5468 -0.1594 -2.8029 0.083
H 3.4829 1.1032 -1.5275 0.068
H 2.9458 -1.0297 0.6523 0.034
H 2.3757 1.1970 -2.9247 0.065
C 0.3445 2.2966 -1.0362 -0.366
O 0.2055 3.2522 -1.7059 0.154
B 3.3305 1.8141 3.3812 -0.126
C 2.4188 1.3747 2.2651 -0.064
N 1.7184 1.0039 1.4051 -0.073
H 4.0823 2.6435 2.8983 0.128
H 3.9221 0.8494 3.8527 0.135
H 2.6133 2.3315 4.2210 0.206
```

---

Formula: C8H14
Source: the Open Molecules 2025 dataset
Level of theory: ωB97M-V with the def2-TZVPD basis set

Values from the calculation:
Kohn-Sham gap (alpha / beta) = 8.66 / 7.48 eV
Multiplicity = 2
E_HOMO (alpha / beta) = -14.131 / -14.943 eV
ΔE to the lowest compared entry with this formula, charge and spin = 88.20 kJ/mol
Net charge = +1

```
22
Properties=species:S:1:pos:R:3:lowdin_charge:R:1
C -2.8251 -0.0240 -0.5995 -0.106
C -1.9322 1.0701 -0.0199 -0.244
C -1.1701 0.7610 1.2823 -0.179
C -0.4133 -0.5725 1.2984 -0.165
C 3.8858 0.0074 -1.1156 0.154
C 2.5841 -0.3049 -1.1893 -0.104
C 1.7627 -0.3865 -0.0182 0.014
C 0.4965 -0.9219 0.1913 0.050
H -3.4565 0.3680 -1.3962 0.081
H -2.1959 -0.7923 -1.0784 0.065
H -3.4373 -0.6534 0.0562 0.081
H -1.2224 1.1927 -0.8410 0.104
H -2.4623 1.9933 0.2043 0.114
H -1.8189 0.8320 2.1532 0.125
H -0.4456 1.5760 1.3656 0.116
H 0.2618 -0.5282 2.1627 0.145
H -1.1393 -1.3842 1.3658 0.128
H 4.4144 0.0848 -0.1725 0.098
H 4.4148 0.2413 -2.0310 0.097
H 2.1189 -0.5345 -2.1429 0.127
H 2.3381 -0.1996 0.8936 0.145
H 0.2417 -1.8246 -0.3688 0.152
```

---

Formula: CH6NOP
Source: the Open Molecules 2025 dataset
Level of theory: ωB97M-V with the def2-TZVPD basis set

Values from the calculation:
Kohn-Sham gap = 10.29 eV
E_HOMO = -10.139 eV
ΔE to the lowest compared entry with this formula, charge and spin = 237.21 kJ/mol
Net charge = 0

```
10
Properties=species:S:1:pos:R:3:lowdin_charge:R:1
C -1.2885 0.3691 -0.0239 0.113
N 0.6810 0.8317 -0.0994 -0.209
O 3.1690 0.3922 0.0883 -0.423
P 1.8814 -0.2789 -0.0651 0.439
H -1.4170 -0.0415 -1.0055 0.027
H -1.3179 -0.3312 0.7908 0.025
H -1.7000 1.3421 0.1541 0.030
H 0.8011 1.5125 0.6390 0.023
H 1.6586 -1.2733 0.8832 -0.016
H 1.7099 -0.9591 -1.2598 -0.009
```

---

Formula: C14H18FNO3
Source: the Open Molecules 2025 dataset
Level of theory: ωB97M-V with the def2-TZVPD basis set

Values from the calculation:
Kohn-Sham gap = 9.10 eV
Structure (SMILES) = CCCCC(=O)OCC(=O)Nc1ccc(C)c(F)c1
E_HOMO = -8.572 eV
ΔE to the lowest compared entry with this formula, charge and spin = 0.00 kJ/mol
Net charge = 0

```
37
Properties=species:S:1:pos:R:3:lowdin_charge:R:1
C 3.6267 2.0743 1.6149 -0.097
C 3.0825 3.4960 1.5543 -0.255
C 2.7698 3.9625 0.1330 -0.202
C 1.6738 3.1328 -0.5425 -0.091
C 2.2200 1.8517 -1.1224 -0.510
O 3.2475 1.7362 -1.7282 0.131
O 1.3733 0.8216 -0.9049 -0.026
C 1.7698 -0.4404 -1.4308 -0.056
C 0.6812 -1.5010 -1.2633 -0.436
O 0.8706 -2.6358 -1.6333 0.085
N -0.4465 -1.0255 -0.6837 0.143
C -1.6281 -1.7043 -0.3754 -0.211
C -2.6565 -0.9875 0.2317 -0.028
C -3.8465 -1.6083 0.5602 -0.040
C -4.0566 -2.9552 0.2991 -0.220
C -5.3329 -3.6555 0.6429 -0.037
C -3.0111 -3.6432 -0.3082 -0.223
F -3.1770 -4.9556 -0.5790 0.073
C -1.8101 -3.0556 -0.6499 0.073
H 2.8681 1.3520 1.3222 0.065
H 3.9441 1.8344 2.6273 0.073
H 4.4804 1.9652 0.9502 0.082
H 3.8218 4.1772 1.9811 0.106
H 2.1791 3.5666 2.1658 0.107
H 3.6711 3.9031 -0.4798 0.114
H 2.4517 5.0060 0.1690 0.110
H 1.2606 3.6976 -1.3823 0.131
H 0.8641 2.9049 0.1510 0.123
H 2.6787 -0.7879 -0.9255 0.149
H 2.0104 -0.3439 -2.4961 0.147
H -0.4325 -0.0444 -0.4350 0.137
H -2.5216 0.0627 0.4473 0.109
H -4.6317 -1.0354 1.0307 0.113
H -5.7906 -4.0668 -0.2561 0.086
H -5.1358 -4.4877 1.3176 0.086
H -6.0331 -2.9731 1.1165 0.076
H -1.0348 -3.6375 -1.1184 0.114
```

---

Formula: C6H13N2
Source: the Open Molecules 2025 dataset
Level of theory: ωB97M-V with the def2-TZVPD basis set

Values from the calculation:
Kohn-Sham gap = 9.16 eV
Structure (SMILES) = C=[N+](C)[C@H](C)N1CC1
E_HOMO = -13.571 eV
ΔE to the lowest compared entry with this formula, charge and spin = 351.52 kJ/mol
Net charge = +1

```
21
Properties=species:S:1:pos:R:3:lowdin_charge:R:1
C 2.2452 0.5860 0.8421 0.173
N 1.2746 0.3145 0.1126 -0.125
C 1.4453 0.5341 -1.3679 0.069
C 0.0643 -0.2459 0.5537 -0.385
C 0.1684 -1.7898 0.4171 0.020
N -0.9631 0.1962 -0.3176 -0.105
C -1.9179 1.2657 0.0910 -0.071
C -2.4364 -0.0835 -0.2718 -0.052
H 2.1273 0.4710 1.9402 0.146
H 3.1893 0.8988 0.3694 0.141
H 1.3932 -0.3908 -1.7896 0.073
H 2.2545 1.1161 -1.7330 0.099
H 0.4269 1.1143 -1.4767 0.148
H -0.0203 -0.0523 1.6359 0.165
H -0.3681 -2.0169 -0.4310 0.052
H 1.2505 -1.9848 0.3876 0.098
H -0.4357 -2.4144 1.1520 0.124
H -2.0070 2.0088 -0.5700 0.063
H -2.0301 1.5349 1.1704 0.137
H -2.7308 -0.8159 0.4963 0.123
H -2.9302 -0.2463 -1.2105 0.108
```

---

Formula: C17H16N2OS2
Source: the Open Molecules 2025 dataset
Level of theory: ωB97M-V with the def2-TZVPD basis set

Values from the calculation:
Kohn-Sham gap = 9.01 eV
Structure (SMILES) = O=C1[C@@H](CSCc2ccccc2)NC(=S)N1c1ccccc1
E_HOMO = -8.455 eV
ΔE to the lowest compared entry with this formula, charge and spin = 0.00 kJ/mol
Net charge = 0

```
38
Properties=species:S:1:pos:R:3:lowdin_charge:R:1
O 0.6284 1.9915 0.8732 0.126
C 0.1294 1.2292 0.0880 -0.371
C -0.7135 -0.0033 0.4149 -0.263
C -1.9873 0.4058 1.1598 -0.400
S -3.1269 -0.9875 1.4212 0.882
C -2.3333 -1.8384 2.8370 -0.412
C -1.0810 -2.5568 2.4494 -0.328
C 0.1346 -2.2403 3.0444 -0.062
C 1.2913 -2.9003 2.6650 -0.079
C 1.2451 -3.8755 1.6837 -0.086
C 0.0368 -4.1947 1.0852 -0.075
C -1.1193 -3.5406 1.4669 -0.066
N -0.9722 -0.5390 -0.8907 0.060
C -0.5096 0.2544 -1.8777 -0.825
S -0.7482 0.0287 -3.4749 0.689
N 0.1919 1.2953 -1.2816 0.049
C 0.8627 2.3223 -1.9952 -0.217
C 1.7501 1.9949 -3.0106 -0.048
C 2.3884 3.0062 -3.7057 -0.073
C 2.1544 4.3318 -3.3818 -0.087
C 1.2784 4.6503 -2.3578 -0.075
C 0.6252 3.6486 -1.6630 -0.006
H -0.1362 -0.7066 1.0281 0.139
H -1.7315 0.8464 2.1227 0.092
H -2.5523 1.1281 0.5694 0.089
H -3.0968 -2.5385 3.1785 0.082
H -2.1558 -1.0933 3.6125 0.080
H 0.1762 -1.4761 3.8080 0.116
H 2.2298 -2.6473 3.1351 0.105
H 2.1483 -4.3861 1.3857 0.102
H -0.0042 -4.9556 0.3202 0.105
H -2.0639 -3.7811 1.0004 0.109
H -1.6359 -1.2771 -1.0598 0.125
H 1.9324 0.9607 -3.2559 0.095
H 3.0735 2.7545 -4.5009 0.105
H 2.6559 5.1174 -3.9268 0.102
H 1.0957 5.6829 -2.1014 0.104
H -0.0603 3.8888 -0.8655 0.117
```

---

Formula: C33H57Cl10F3N3O4S
Source: the Open Molecules 2025 dataset
Level of theory: ωB97M-V with the def2-TZVPD basis set

Values from the calculation:
Kohn-Sham gap = 5.17 eV
E_HOMO = -9.934 eV
ΔE to the lowest compared entry with this formula, charge and spin = 0.00 kJ/mol
Net charge = +1

```
111
Properties=species:S:1:pos:R:3:lowdin_charge:R:1
N 0.0266 -0.0440 -1.2155 0.117
C 0.5247 -1.3206 -0.7721 -0.316
C -0.1241 -1.7843 0.5493 -0.028
C 0.6540 -0.8712 1.5039 -0.205
C 0.3680 -0.8767 3.0201 -0.133
C -0.1212 0.5130 3.4650 -0.167
C -1.5867 0.7667 2.9376 -0.174
C -1.5723 1.9375 1.9462 -0.194
C -2.8233 2.0897 1.0500 -0.195
C -3.5399 0.7906 0.6845 -0.210
C -4.6760 0.9291 -0.3514 -0.191
C -4.3952 1.8695 -1.5173 -0.231
C -3.3679 1.3298 -2.5305 -0.202
C -3.7901 0.0243 -3.2384 -0.198
C -2.6407 -0.5641 -4.0860 -0.165
C -2.6492 -0.0911 -5.5548 -0.152
N -1.6421 0.9274 -5.7903 -0.157
C -1.8477 2.2835 -5.7104 -0.235
C -0.6691 2.9496 -5.9634 -0.089
C 0.3016 1.9400 -6.2366 -0.097
C -0.3363 0.7226 -6.1363 -0.120
C 2.0528 -1.0576 0.9963 -0.085
C 3.3200 -1.0045 1.7655 0.020
C 4.0642 -2.3536 1.7404 -0.511
O 5.1959 -2.3982 2.0502 0.187
O 3.4211 -3.4636 1.3234 0.139
N 1.9442 -1.2820 -0.2889 -0.017
S 3.1941 -1.5397 -1.4346 0.794
O 4.4586 -1.1911 -0.8887 -0.188
O 3.0704 -2.8492 -1.9656 -0.190
C 2.8667 -0.3471 -2.8399 -0.678
F 2.5291 0.8420 -2.3681 0.173
F 1.9654 -0.8370 -3.6642 0.179
F 4.0250 -0.2409 -3.4592 0.193
H 0.0958 0.0744 -2.2176 0.069
H -0.9505 0.0151 -0.9530 0.071
H 0.3190 -2.0756 -1.5325 0.164
H -1.2028 -1.6830 0.6083 0.125
H 0.1325 -2.8430 0.6119 0.138
H 0.4611 0.1679 1.1956 0.147
H 1.2121 -1.2042 3.6306 0.096
H -0.4375 -1.5928 3.1855 0.124
H -0.1330 0.5056 4.5524 0.111
H 0.5345 1.2843 3.0633 0.112
H -2.1606 1.0423 3.8177 0.120
H -1.9121 -0.1680 2.4895 0.084
H -0.6894 1.9494 1.3020 0.095
H -1.5138 2.8474 2.5467 0.118
H -2.4989 2.6039 0.1442 0.097
H -3.5729 2.7510 1.4893 0.124
H -4.0050 0.4258 1.6046 0.112
H -2.8472 -0.0098 0.3930 0.082
H -4.8480 -0.0666 -0.7634 0.095
H -5.6046 1.2075 0.1475 0.109
H -5.3324 2.0562 -2.0528 0.016
H -4.0679 2.8553 -1.1863 0.106
H -2.3612 1.2390 -2.1183 0.088
H -3.2931 2.0815 -3.3188 0.076
H -4.6263 0.1786 -3.9167 0.071
H -4.0846 -0.7454 -2.5230 0.096
H -2.7494 -1.6513 -4.0739 0.105
H -1.6621 -0.3354 -3.6611 0.085
H -3.6207 0.2880 -5.8568 0.085
H -2.3901 -0.9406 -6.1864 0.124
H -2.8341 2.6378 -5.4606 0.076
H -0.5317 4.0161 -5.9548 0.094
H 1.3357 2.1244 -6.4741 0.088
H 0.1270 -0.2416 -6.2718 0.111
H 3.0373 -0.8382 2.8052 0.120
H 3.9678 -0.2086 1.4054 0.151
H 2.5076 -3.5025 1.6389 0.127
Cl 8.2617 1.3850 5.8838 0.559
C 7.4899 -0.0753 5.2200 -0.660
C 6.7365 0.2060 3.9468 -0.634
Cl 5.2842 1.2205 4.2227 0.532
H 6.8374 -0.4864 5.9859 0.042
H 8.2823 -0.7948 5.0214 0.080
H 6.3926 -0.7309 3.5110 0.050
H 7.3609 0.7159 3.2179 0.073
Cl 2.8389 -0.6355 6.5046 0.514
C 4.1741 -0.5715 7.6878 -0.645
C 4.5713 -1.9403 8.1733 -0.715
Cl 3.3122 -2.6893 9.1880 0.556
H 3.8615 0.0726 8.5054 0.076
H 5.0170 -0.1003 7.1847 0.042
H 5.4661 -1.8634 8.7841 0.038
H 4.7775 -2.6131 7.3466 0.041
Cl -6.7285 2.1242 -8.6031 0.536
C -5.4079 2.4645 -9.7561 -0.652
C -4.2085 1.5852 -9.5128 -0.620
Cl -3.3859 1.9806 -7.9770 0.699
H -5.1525 3.5176 -9.6722 0.069
H -5.8035 2.2832 -10.7539 0.074
H -3.4794 1.7276 -10.3088 0.076
H -4.4873 0.5345 -9.4849 0.070
Cl -7.9243 2.7709 -1.9516 0.571
C -8.2155 3.3988 -3.6023 -0.635
C -7.6361 2.4963 -4.6604 -0.627
Cl -5.8550 2.5073 -4.6248 0.628
H -7.7966 4.4001 -3.6563 0.071
H -9.2941 3.4687 -3.7305 0.076
H -7.9388 2.8362 -5.6497 0.061
H -7.9683 1.4687 -4.5360 0.076
Cl 6.4008 -6.9097 9.4463 0.545
C 7.6232 -5.7760 10.0726 -0.663
C 7.2160 -4.3396 9.8739 -0.640
Cl 7.2214 -3.8744 8.1484 0.567
H 8.5674 -5.9937 9.5802 0.069
H 7.7324 -5.9790 11.1365 0.076
H 7.9206 -3.6829 10.3813 0.077
H 6.2200 -4.1494 10.2684 0.063
```